This record from OMol25 describes a cluster of 13 separate species, C38H108IN9O13 in total. The level of theory is ωB97M-V/def2-TZVPD.

```
169
Properties=species:S:1:pos:R:3:forces:R:3
O 1.23871 1.85233 -3.31467 -0.215 0.396 -0.592
H 1.84402 2.16577 -4.01377 -0.535 -0.068 0.253
H 0.31498 1.91441 -3.72411 0.561 -0.134 0.183
H 2.32898 -0.48703 -1.54964 -0.087 -0.258 0.151
O -0.70005 0.80728 -1.05202 -0.809 -0.861 0.116
H -1.26448 0.13865 -0.56435 0.679 0.227 -0.159
H -0.60788 2.16820 -0.18788 0.586 0.234 1.157
H -0.89772 0.50988 -2.00678 0.208 0.639 0.282
I 2.41580 1.77762 2.39469 -0.049 -0.092 -0.059
C -2.75358 0.12940 -5.33738 -1.002 -1.088 1.028
C -1.68595 0.69378 -4.37316 0.329 0.170 -0.247
O -1.14015 1.80553 -4.58705 -0.517 0.016 -0.678
O -1.35361 -0.01794 -3.39554 -0.429 -1.029 0.264
H -3.57136 0.81834 -5.47999 -0.232 0.614 0.276
H -3.27032 -0.84026 -4.95734 1.318 1.526 -0.599
H -2.39426 0.01367 -6.34736 0.555 -0.359 -0.227
C 0.54468 5.99869 4.62867 0.702 1.177 -1.709
C 0.32225 4.51785 4.26896 0.900 -0.969 0.127
C -0.13727 3.82724 5.54905 -0.194 1.949 0.862
O -1.51963 4.08124 5.76732 -0.354 0.506 0.107
C -1.96799 3.78470 7.07242 1.405 -0.773 0.681
N -0.50652 4.04456 3.08864 0.426 2.353 1.709
H -0.28564 6.46350 5.16228 -0.162 -0.174 -0.123
H 0.76130 6.64075 3.70288 -0.355 -0.888 1.182
H 1.44896 6.11612 5.28818 -0.826 -0.405 -0.628
H 1.31010 4.07513 4.04319 -0.210 0.345 0.223
H 0.43490 4.23514 6.42448 -0.238 -0.430 -0.603
H -0.00042 2.80017 5.47315 0.446 -2.190 -0.022
H -2.92775 4.22353 7.26294 -0.670 -0.059 -0.359
H -1.31383 4.20435 7.86610 0.057 0.091 -0.516
H -1.93676 2.68779 7.27253 -0.408 0.516 -0.260
H -1.45833 4.19842 3.43170 0.024 -0.914 -0.583
H -0.21552 3.08062 2.96390 -0.629 -0.182 0.403
C -1.12431 4.68517 -1.18483 0.183 -0.716 -0.284
C 0.04461 4.07906 -0.42027 1.519 0.392 0.112
C 0.95612 5.02468 0.40518 -0.793 -0.221 -1.294
O 1.60464 5.92480 -0.47976 0.442 -0.068 0.732
C 2.50986 6.64312 0.34783 -1.537 0.283 0.914
N -0.32658 2.98894 0.47792 0.232 -0.972 -0.887
H -1.79478 3.94291 -1.66573 0.340 0.026 0.691
H -0.73230 5.19768 -2.05520 0.143 0.578 0.139
H -1.68752 5.34287 -0.52999 -0.180 0.209 -0.093
H 0.75369 3.57261 -1.06394 -0.027 0.144 -0.869
H 1.70982 4.35528 0.92829 -0.826 1.005 -0.106
H 0.33892 5.67233 1.02714 0.101 -0.513 0.843
H 3.13932 5.95200 0.86143 1.418 -0.497 -0.244
H 2.03723 7.11036 1.25129 -0.448 -0.008 -0.804
H 2.92847 7.43664 -0.21798 0.895 0.340 -0.513
H 0.46697 2.80253 1.14285 -0.413 -0.548 -0.890
H -1.08803 3.22616 1.06626 -1.296 0.193 0.642
C -2.94074 -3.71150 0.73060 -0.828 -1.967 1.251
C -2.30988 -2.75798 -0.19331 1.693 0.247 -0.758
C -2.97512 -2.82602 -1.54629 -1.439 0.123 -0.516
O -2.54683 -4.00817 -2.25421 0.755 0.917 1.245
C -2.81548 -3.92054 -3.62771 -0.472 -0.436 0.510
N -2.18254 -1.39390 0.32547 -0.197 0.157 -0.877
H -2.32735 -3.75487 1.63496 -0.436 0.040 0.278
H -2.99824 -4.76033 0.35896 0.415 0.631 -0.196
H -3.99620 -3.50588 0.95259 0.227 0.487 0.252
H -1.29893 -3.14745 -0.35537 0.197 0.239 -0.051
H -2.83814 -1.90374 -2.15914 0.257 -0.582 0.346
H -4.08377 -2.92276 -1.31958 0.736 0.153 -0.593
H -2.40021 -2.98768 -4.05340 -0.222 -0.567 -0.149
H -3.89015 -3.99751 -3.66973 -0.743 0.567 -0.843
H -2.47166 -4.85885 -4.07105 0.431 0.428 -0.221
H -1.65432 -1.28993 1.19118 -0.162 -0.363 0.067
H -3.10374 -0.99012 0.40939 -0.155 0.114 0.262
C 1.04690 -4.88664 4.12073 -0.494 0.129 -1.319
C -0.17591 -5.22374 3.22494 1.773 -0.884 0.351
C 0.01983 -6.41140 2.25504 -0.235 1.930 0.271
O 0.94585 -6.01511 1.30035 0.009 -0.157 0.073
C 1.14458 -6.94280 0.26966 1.570 1.615 -1.271
N -1.23468 -5.57906 4.09124 -3.283 0.348 -0.288
H 0.77054 -4.20040 4.92147 -0.015 0.066 -0.177
H 1.88781 -4.49883 3.53427 -0.156 -0.046 0.187
H 1.32731 -5.81703 4.55507 0.576 -0.767 0.609
H -0.41848 -4.35920 2.60968 -0.325 0.169 0.053
H -0.97010 -6.58147 1.82934 -0.193 -0.145 -0.413
H 0.29576 -7.31005 2.77359 0.454 -0.633 0.490
H 0.78605 -6.48927 -0.68643 -0.303 -0.852 0.568
H 0.84232 -7.94485 0.47978 -0.747 -0.579 0.093
H 2.22949 -6.96757 0.15469 0.165 -0.308 -0.237
H -2.04604 -5.85045 3.49161 0.648 0.299 1.040
H -1.10532 -6.32075 4.76045 0.612 -0.119 -0.062
C 1.88057 0.48993 -6.50291 0.774 -1.484 0.535
C 1.73910 1.74635 -7.29459 -0.979 0.006 0.036
C 0.73021 1.61821 -8.46283 2.182 -0.842 0.251
O 0.86104 0.42463 -9.19443 -0.448 -1.288 -0.510
C 2.07283 0.15735 -9.89845 -0.488 1.706 0.672
N 1.32637 2.84987 -6.44102 -1.584 -0.990 0.797
H 2.89954 0.41623 -6.12754 0.223 0.233 0.317
H 1.84588 -0.35956 -7.18994 -0.476 -0.125 0.196
H 1.24942 0.32024 -5.61003 -0.223 0.359 -0.763
H 2.71632 1.95710 -7.67755 0.605 0.387 -0.456
H 0.93396 2.44066 -9.10764 -0.217 1.103 -0.693
H -0.25164 1.66240 -8.05220 -0.919 -0.118 0.077
H 2.91714 0.49818 -9.30955 0.400 -0.168 0.005
H 2.09841 0.64818 -10.85741 -0.078 0.739 -0.433
H 2.16636 -0.86338 -10.15858 -0.193 -1.292 0.377
H 0.32747 2.59581 -6.18209 1.383 0.605 0.163
H 1.22583 3.64428 -7.03158 -0.004 1.068 -0.351
C -1.56713 -1.88424 4.67308 1.511 -0.441 0.223
C -0.56149 -0.72955 4.23799 -0.967 -1.966 0.880
C 0.75155 -0.76178 5.02265 -0.312 0.942 0.406
O 0.48610 -0.62545 6.41468 0.015 0.169 -0.386
C 1.65558 -0.41177 7.15375 1.832 -0.878 -0.537
N -0.35447 -0.87355 2.79532 0.278 -1.223 0.385
H -1.02360 -2.88521 4.74564 -0.645 1.200 -0.514
H -2.37608 -1.95060 3.95817 -0.074 -0.127 -0.381
H -2.03579 -1.81077 5.65348 0.248 0.592 0.135
H -1.00457 0.23993 4.44194 -0.239 0.226 -0.060
H 1.27470 0.15071 4.68119 0.455 -0.576 0.054
H 1.36228 -1.66959 4.93720 -0.080 0.023 -0.708
H 1.31867 -0.47571 8.17437 0.319 0.444 0.522
H 2.23670 0.52167 6.88326 -1.011 -0.543 0.381
H 2.47035 -1.23758 7.01289 -1.469 0.897 0.046
H 0.19665 -1.74473 2.67105 -0.487 0.551 -0.102
H 0.26623 -0.15388 2.48822 0.575 0.733 -0.364
C 0.46559 -3.89158 -3.73086 -0.218 2.087 0.429
C 0.78969 -2.80010 -2.65443 -1.305 0.794 0.564
C 1.62190 -3.33453 -1.48717 0.551 0.014 0.185
O 1.73647 -2.31131 -0.51134 0.359 -0.542 0.012
C 2.56969 -2.69054 0.58560 -2.175 0.947 0.767
N 1.26608 -1.43824 -3.08049 0.534 -1.403 -0.490
H 1.28945 -4.41696 -4.15328 0.949 -0.446 -0.021
H 0.02787 -3.31317 -4.54769 -0.284 -0.310 -0.111
H -0.27245 -4.57102 -3.32472 -0.018 -0.186 0.021
H -0.21804 -2.51214 -2.23569 0.870 -0.715 -0.032
H 2.68294 -3.67025 -1.72538 -1.171 0.196 -0.277
H 1.07724 -4.15983 -1.00501 0.161 -0.232 -0.318
H 3.56506 -2.90987 0.31236 1.165 -0.623 -0.643
H 2.11740 -3.48491 1.24865 0.393 0.581 -0.827
H 2.59050 -1.73860 1.10541 0.271 -0.042 0.818
H 1.68563 -1.52585 -3.99100 0.640 -0.042 -0.340
H 0.48640 -0.82082 -3.27818 -0.449 -0.068 0.330
C -3.98267 2.06193 3.47097 2.929 -0.988 -0.459
C -3.58852 1.22202 2.22057 0.515 1.083 -0.211
C -4.86160 0.59821 1.76996 -1.560 0.464 0.391
O -4.81584 -0.01324 0.49774 0.023 0.792 0.394
C -6.09761 -0.08797 -0.11946 1.387 -1.548 0.949
N -3.00272 2.14296 1.20349 -0.059 0.100 1.113
H -4.46849 2.91943 3.14790 -1.154 1.680 -0.738
H -3.06141 2.42999 3.97179 -0.600 -0.459 0.047
H -4.62982 1.53139 4.12452 -0.348 -0.564 0.765
H -2.84099 0.44932 2.44608 -0.037 0.270 0.050
H -5.64330 1.41651 1.84953 0.497 -0.652 -0.729
H -5.16567 -0.07376 2.57799 -0.127 -0.632 -0.220
H -5.90607 -0.48808 -1.09399 -0.234 -0.002 -0.657
H -6.58621 0.83901 -0.10072 -0.637 1.511 -0.317
H -6.67586 -0.78688 0.46287 -0.622 -0.430 0.046
H -3.68314 2.82502 0.91734 -0.562 0.519 0.320
H -2.82043 1.69848 0.33243 0.339 -1.080 -0.644
C 3.83231 2.53537 -1.19712 1.308 -0.322 -0.454
C 3.86464 1.00588 -1.41161 -0.183 -0.186 1.381
C 4.85415 0.28734 -0.37635 -0.964 0.864 -1.245
O 5.22778 -0.96317 -0.93584 -0.429 0.996 0.902
C 6.17824 -1.56843 -0.09673 -0.759 -1.213 0.722
N 2.43632 0.49698 -1.25777 0.898 -0.825 1.262
H 3.78036 2.88684 -0.12779 0.287 -0.606 -1.127
H 3.01156 2.94140 -1.75081 -0.758 0.284 -0.181
H 4.71810 2.89936 -1.77026 -0.333 0.158 0.963
H 4.13933 0.70836 -2.44707 0.003 0.393 0.695
H 4.35635 0.18112 0.60048 -0.066 -0.139 -0.221
H 5.75785 0.91795 -0.16816 -0.604 -0.262 -0.518
H 5.85078 -1.70227 1.00758 0.028 -0.024 -1.727
H 7.06718 -0.96562 -0.02873 0.706 0.175 -0.244
H 6.32251 -2.52467 -0.62544 0.546 0.154 0.844
H 1.76980 0.95900 -1.85432 -0.298 0.928 -1.155
H 2.04283 0.61480 -0.31171 0.541 -0.142 0.025
```
Forces are in eV/Å.

Summary:
**HOMO level**: -8.0 eV
**LUMO**: 0.66 eV
**Kohn-Sham gap**: 8.67 eV
**Total energy**: -3281.09616 a.u.

Löwdin atomic charge list, values in e, 4 entries: O -0.104; H 0.044; H 0.022; H 0.098